No. 1
Below is CsH2O as an isolated structure, with properties calculated with ωB97M-V/def2-TZVPD.

The geometry in XYZ format:
```
4
Properties=species:S:1:pos:R:3:forces:R:3:lowdin_charge:R:1
Cs 16.0040 19.6788 -13.4966 -0.4 -0.7 -0.9 1.125
O 17.1837 20.9668 -10.7647 -0.5 -2.0 0.2 0.541
H 17.7318 21.4816 -10.1724 1.6 1.0 2.1 0.204
H 16.9263 21.5834 -11.4502 -0.7 1.6 -1.4 0.129
```
Positions in Å, forces in eV/Å.

HOMO energy (alpha / beta) (Eh): -0.9712 / -0.9711
⟨S²⟩: 0.75
Spin multiplicity: 2
LUMO level (alpha / beta) (eV): -9.891 / -17.780
Net charge: +2

No. 2
Below is C4H18LiO5 as an isolated structure, with properties calculated with ωB97M-V/def2-TZVPD.

The geometry in XYZ format:
```
28
Properties=species:S:1:pos:R:3:forces:R:3:lowdin_charge:R:1
Li 0.9328 -0.5744 -0.3908 -0.1 0.2 0.2 0.701
C -0.9942 -0.7151 3.6112 0.6 -0.8 0.9 -0.084
C -0.9953 0.2441 2.4468 -0.3 -0.2 0.4 -0.282
O 0.1662 0.0606 1.6209 -0.3 0.1 -0.3 -0.142
H -0.2303 -0.4625 4.3569 -0.2 0.3 0.0 0.081
H -0.7279 -1.7485 3.3623 -0.1 0.2 -0.6 0.078
H -1.9520 -0.8127 4.1245 0.0 0.4 -0.1 0.084
H -1.0198 1.2777 2.7977 0.0 0.0 0.0 0.121
H -1.9161 0.0847 1.8841 0.4 0.0 -0.5 0.112
H 0.9060 0.3973 2.1354 0.1 -0.1 0.0 0.086
C -1.9221 1.5133 -2.8526 0.2 0.4 0.1 -0.072
C -0.8445 1.0668 -1.8639 -1.0 1.3 -0.4 -0.324
O -1.0962 -0.2088 -1.2805 0.6 0.1 0.0 -0.111
H -2.8993 1.6314 -2.3787 0.0 -0.3 0.1 0.081
H -2.0153 0.8908 -3.7397 0.1 -0.1 0.1 0.082
H -1.6455 2.5263 -3.1659 0.0 -0.1 -0.2 0.085
H -0.8210 1.8557 -1.0978 0.2 -0.3 0.2 0.119
H 0.1172 1.1339 -2.3742 0.1 -0.7 0.2 0.102
H -1.9807 -0.1376 -0.9038 0.1 -0.3 0.1 0.098
O 1.7339 -2.2031 0.4747 -0.2 -0.4 0.0 -0.081
H 2.5785 -2.6554 0.5882 -0.1 0.2 0.0 0.076
H 1.0623 -2.8780 0.6496 0.1 0.1 0.1 0.077
O 1.5952 -1.2058 -2.2425 0.2 0.2 -0.1 -0.084
H 2.0603 -2.0471 -2.3310 -0.1 0.1 0.1 0.068
H 1.8615 -0.6875 -3.0125 -0.1 -0.1 0.0 0.070
O 2.3475 1.0117 -0.1362 0.1 -0.1 -0.2 -0.074
H 2.8934 1.2399 -0.8996 -0.1 0.0 0.1 0.067
H 2.8053 1.4025 0.6177 -0.1 0.0 -0.1 0.068
```
Positions in Å, forces in eV/Å.

HOMO energy (Eh): -0.5093
LUMO level (eV): -3.028
Net charge: +1

No. 3
Below is C10H19Cl3N5O2S2Tc as an isolated structure, with properties calculated with ωB97M-V/def2-TZVPD.

The geometry in XYZ format:
```
42
Properties=species:S:1:pos:R:3:forces:R:3:lowdin_charge:R:1
Tc 0.3329 0.1375 0.2316 0.0 -0.1 0.2 1.396
N -0.3106 1.9645 1.1413 0.0 -0.1 -0.1 -0.057
C 0.2833 2.1594 2.5097 0.0 0.0 0.0 -0.148
C 0.4684 0.8035 3.1608 0.0 0.0 0.0 -0.129
N 1.1184 -0.1620 2.2205 0.0 0.0 -0.1 -0.157
C 2.6118 -0.1662 2.1923 0.0 0.0 0.0 -0.139
C 3.1375 0.9063 1.2583 0.0 0.0 0.0 -0.155
N 2.3998 0.8181 -0.0516 0.0 0.0 0.0 -0.071
H -0.1523 2.7931 0.5683 0.0 0.0 0.0 0.120
H -1.3262 1.8802 1.2223 0.0 0.0 0.0 0.122
H -0.3722 2.7869 3.1128 0.0 0.0 0.0 0.148
H 1.2216 2.6950 2.3919 0.0 0.0 0.0 0.116
H -0.4984 0.3771 3.4313 0.0 0.0 0.0 0.137
H 1.0543 0.8922 4.0767 0.0 0.0 0.0 0.151
H 0.7871 -1.0988 2.4800 0.0 0.0 0.0 0.102
H 2.9230 -1.1534 1.8475 0.0 0.0 0.0 0.131
H 3.0098 -0.0325 3.1991 0.0 0.0 0.0 0.149
H 4.2072 0.7821 1.0941 0.0 0.0 0.0 0.147
H 2.9891 1.9061 1.6579 0.0 0.0 0.0 0.116
H 2.8671 0.1326 -0.6477 0.0 0.0 0.0 0.112
H 2.4982 1.7018 -0.5528 0.0 0.0 0.0 0.114
Cl 3.3569 -4.2863 -1.1525 0.0 0.0 0.0 0.713
C 1.6348 -4.2790 -0.7887 0.0 0.0 0.0 -1.632
Cl 1.2607 -5.1645 0.6802 0.0 0.0 0.0 0.724
Cl 0.6653 -4.8083 -2.1538 0.0 0.0 0.0 0.719
C 1.2760 -2.8681 -0.5275 0.0 0.0 0.1 -0.263
N 1.0074 -1.7778 -0.2958 0.0 0.0 -0.1 0.092
S -0.0557 0.8530 -1.9938 0.0 0.0 0.0 0.660
C -1.7005 0.7460 -2.5897 0.1 0.1 -0.1 -0.985
N -1.9175 1.0991 -3.8246 0.0 0.0 0.0 -0.013
C -3.2934 0.9697 -4.3367 0.0 0.0 0.0 -0.131
C -4.1883 0.6931 -3.1194 0.0 0.0 0.0 -0.322
S -3.0804 0.2544 -1.7254 0.0 0.0 0.0 1.033
H -1.1656 1.3982 -4.4360 0.0 0.0 0.0 0.169
H -3.3205 0.1603 -5.0655 0.0 0.0 0.0 0.144
H -3.5717 1.8965 -4.8344 0.0 0.0 0.0 0.145
H -4.8586 -0.1462 -3.2833 0.0 0.0 0.0 0.099
H -4.7699 1.5606 -2.8187 0.0 0.0 0.0 0.098
O -0.8017 -2.2304 2.1070 0.0 0.0 0.0 0.066
C -1.6452 -1.6691 1.4706 0.0 0.0 0.0 -0.351
O -1.3803 -0.5735 0.7122 0.0 0.1 -0.1 -0.336
H -2.7018 -1.9514 1.4315 0.0 0.0 0.0 0.165
```
Positions in Å, forces in eV/Å.

HOMO energy (alpha / beta) (Eh): -0.6916 / -0.6895
⟨S²⟩: 3.77
Spin multiplicity: 4
LUMO level (alpha / beta) (eV): -9.932 / -12.112
Net charge: +3

We obtain F_max values of 2.82 1.68 0.25 eV Å⁻¹ for the records listed above, in that order.
We obtain ΔE to the lowest compared entry with this formula, charge and spin values of 0.0906 0.2386 0.0000 eV for the records listed above, in that order.